# 1
{"formula": "C28H49BrEuNP3", "method": "wB97M-V/def2-TZVPD", "spin_multiplicity": 8, "homo_ha": [-0.46246, -0.46304], "energy_ev": -148542.171, "total_charge": 2, "s2": 15.765, "homo_lumo_gap_ha": [0.1913, 0.1955], "symbols": ["H", "C", "C", "H", "H", "C", "H", "H", "C", "C", "C", "P", "C", "H", "H", "C", "H", "H", "H", "H", "H", "H", "C", "H", "H", "H", "H", "H", "H", "C", "C", "N", "H", "P", "H", "C", "Eu", "C", "C", "C", "C", "H", "H", "H", "H", "H", "H", "H", "H", "C", "Br", "H", "H", "C", "C", "C", "H", "C", "H", "H", "H", "H", "H", "H", "H", "C", "C", "P", "H", "C", "H", "H", "H", "H", "H", "C", "H", "H", "C", "C", "H", "H", "C"], "coordinates": [[5.506, -1.042, -1.899], [-4.070, 3.835, -3.207], [-2.271, 3.991, -1.591], [-4.295, -2.760, -0.339], [-3.714, -4.194, 0.549], [-0.007, -4.462, -3.012], [3.439, -1.474, 1.075], [4.473, -2.210, -1.057], [-1.186, -3.588, 1.083], [4.042, 3.369, 0.309], [-0.132, 2.676, -1.722], [-0.803, 2.234, 2.764], [0.156, 0.310, -2.371], [3.519, 0.587, -1.984], [-2.594, -4.926, -1.673], [-2.752, -3.877, -1.377], [1.295, 2.826, 3.841], [-2.239, 2.761, -3.407], [5.794, -1.420, 1.993], [0.831, 2.871, -2.230], [3.007, -0.118, 2.140], [0.223, 1.921, 4.952], [-0.848, -1.399, -0.983], [0.408, -5.047, -0.984], [-2.482, 1.601, -0.634], [-5.008, 5.854, -0.794], [-0.309, -3.596, -3.614], [-0.303, -3.060, 1.538], [0.933, -4.840, -3.443], [4.470, -1.355, -1.742], [4.959, -0.947, 2.512], [-4.799, 4.675, -2.484], [-2.581, 0.607, 2.463], [4.327, 0.615, 0.250], [-1.959, -5.625, 1.507], [3.827, -0.570, 1.571], [0.799, 3.143, 0.427], [-3.951, -3.794, -0.444], [-0.051, -1.014, -2.105], [-1.896, 3.308, 3.804], [-1.710, 0.687, 3.122], [-2.749, 5.323, 0.083], [1.173, 1.048, 3.715], [-1.768, 3.020, 4.859], [3.416, 4.279, 0.425], [-2.816, -0.839, -0.189], [4.591, -1.647, 3.264], [-4.500, 3.459, -4.135], [1.089, -3.491, -1.405], [0.609, 1.971, 3.923], [0.925, -1.594, 0.712], [-2.061, -3.106, 1.532], [-0.254, -5.539, 0.980], [-1.040, -5.021, 1.546], [-1.889, -0.484, -0.644], [-0.589, 1.298, -1.669], [-0.335, 4.725, -0.907], [-4.353, 5.179, -1.349], [0.498, -1.765, -2.682], [-2.061, 0.727, 4.162], [-2.956, 3.180, 3.534], [2.602, -0.578, -0.952], [2.589, 2.001, -0.555], [4.559, 3.453, -0.664], [-0.755, -5.252, -3.143], [-0.862, 3.784, -1.222], [0.197, -4.121, -1.535], [-1.173, -3.251, -0.718], [0.846, 0.641, -3.156], [3.605, -0.213, -1.232], [2.690, 1.943, 1.310], [-2.933, -3.331, -2.315], [4.812, 3.378, 1.091], [-4.779, -4.389, -0.847], [-1.644, 4.369, 3.690], [-2.800, 3.445, -2.785], [5.336, -0.068, 3.031], [-0.719, -5.006, 2.605], [-3.082, 4.884, -0.850], [-1.725, 0.863, -0.944], [-1.059, -0.182, 2.978], [4.073, -1.704, -2.698], [3.243, 2.059, 0.350]], "lowdin_charge": [0.075, -0.102, -0.242, 0.073, 0.064, -0.123, -0.008, 0.073, -0.433, -0.165, -0.249, 0.716, -0.038, 0.074, 0.103, -0.312, 0.032, 0.118, 0.074, 0.131, 0.023, 0.059, -0.494, 0.095, 0.126, 0.120, 0.071, -0.072, 0.094, -0.149, -0.159, 0.076, 0.040, 0.987, 0.080, -0.498, 1.532, -0.121, -0.144, -0.280, -0.286, 0.107, 0.041, 0.056, 0.050, 0.111, 0.076, 0.122, 0.062, -0.296, 0.554, 0.091, 0.068, -0.120, -0.092, -0.278, 0.097, -0.120, 0.107, 0.062, 0.057, -0.018, 0.021, 0.093, 0.078, -0.233, -0.335, 1.014, 0.137, -0.467, 0.030, 0.106, 0.087, 0.094, 0.038, -0.005, 0.066, 0.096, -0.008, -0.031, 0.024, 0.071, -0.573]}

---

# 2
{"formula": "C28H49InNO2P2", "method": "wB97M-V/def2-TZVPD", "spin_multiplicity": 1, "homo_ha": [-0.36008, -0.35659], "energy_ev": -59152.985, "total_charge": 1, "homo_lumo_gap_ha": [0.1265, 0.1735], "symbols": ["H", "C", "C", "C", "H", "C", "H", "H", "H", "C", "H", "C", "H", "In", "H", "H", "H", "H", "H", "C", "H", "H", "H", "H", "C", "C", "H", "C", "C", "H", "O", "H", "H", "H", "C", "H", "N", "H", "H", "H", "C", "H", "H", "C", "H", "C", "H", "P", "H", "O", "H", "C", "C", "C", "H", "H", "H", "C", "H", "H", "C", "H", "H", "H", "H", "C", "C", "H", "H", "C", "P", "C", "H", "C", "C", "H", "H", "H", "H", "C", "H", "H", "C"], "coordinates": [[3.158, 0.915, -0.500], [1.233, 2.023, 3.037], [1.287, -2.865, -3.262], [-2.038, -1.901, 2.636], [1.826, 2.105, 3.960], [-4.368, 0.464, 0.075], [4.251, -2.284, -1.627], [0.461, 4.488, -1.670], [-3.139, 6.171, -0.345], [0.654, 0.674, 2.888], [-0.765, -3.823, -0.601], [0.863, -3.053, 2.744], [-4.329, 0.603, -2.468], [1.671, -2.285, -0.254], [1.930, -3.212, 2.536], [-2.815, -2.249, -1.945], [1.190, -1.999, -3.928], [-0.422, -1.938, -2.196], [3.319, -0.791, 3.710], [3.171, -3.928, -0.703], [-2.216, -2.484, 3.553], [0.658, -3.529, 3.716], [-3.323, 1.991, -1.896], [-5.137, 0.288, -0.691], [-0.722, 0.333, 2.840], [-2.954, 5.519, 0.520], [0.373, -5.810, -0.800], [0.897, -5.035, -1.385], [1.856, 1.795, -3.201], [-2.644, 0.814, -3.092], [-3.395, 3.507, -0.716], [-2.809, 0.809, 2.898], [3.358, -2.469, -3.761], [2.044, 4.599, -0.831], [-3.311, 0.930, -2.224], [3.029, -4.142, -3.453], [-1.429, 3.640, 0.549], [-1.963, 6.100, 2.359], [-1.981, -2.620, 1.803], [1.902, 2.280, 2.202], [3.089, 1.998, -0.686], [-1.766, 1.976, 3.720], [-2.921, -1.272, 2.469], [-1.834, 1.304, 2.848], [-4.481, -1.530, -1.772], [2.887, -0.601, 2.715], [-4.323, 1.533, 0.303], [1.472, 2.368, -1.484], [-3.848, 5.478, 1.154], [0.344, 4.712, 1.643], [2.260, 0.769, -3.188], [-0.813, -1.089, 2.746], [3.342, -2.900, -1.652], [0.209, -3.704, -1.088], [3.843, -4.013, 0.159], [3.315, 0.339, 2.342], [0.459, 2.791, 3.064], [-3.514, -1.716, -1.282], [3.921, 2.303, -1.338], [0.910, 1.811, -3.766], [2.807, -3.130, -3.073], [-4.576, -0.108, 0.984], [0.780, -5.293, -2.457], [0.847, -3.724, -3.799], [2.500, -5.887, -0.194], [-0.805, 4.693, 1.192], [-2.621, 4.093, 0.053], [3.128, 2.541, 0.269], [1.990, 4.392, -2.635], [1.508, 4.161, -1.679], [-2.806, -0.090, -0.773], [0.508, -1.616, 2.757], [2.894, -5.717, -1.884], [1.412, -0.518, 2.788], [-1.735, 5.922, 1.298], [3.238, -1.405, 2.048], [-1.223, 6.793, 0.876], [2.576, 2.486, -3.663], [-1.814, 1.952, 1.951], [0.427, -2.608, -2.019], [-3.657, -2.317, -0.368], [0.292, -3.614, 1.991], [2.410, -5.193, -1.049]], "lowdin_charge": [0.006, -0.011, -0.184, -0.011, 0.108, -0.308, 0.114, 0.024, 0.133, -0.159, 0.103, -0.087, 0.033, 1.024, 0.065, 0.017, 0.112, 0.082, 0.108, -0.237, 0.109, 0.101, 0.006, 0.034, -0.162, -0.087, 0.119, -0.186, -0.297, 0.033, 0.037, 0.071, 0.118, 0.042, -0.319, 0.122, 0.229, 0.136, 0.084, 0.072, -0.307, 0.096, 0.066, -0.037, 0.040, -0.035, 0.021, 0.820, 0.133, 0.128, 0.028, -0.153, -0.230, -0.257, 0.113, 0.084, 0.060, -0.325, 0.051, 0.037, -0.162, 0.026, 0.114, 0.120, 0.120, -0.412, -0.438, 0.025, 0.041, -0.305, 0.787, -0.214, 0.118, -0.189, -0.073, 0.056, 0.132, 0.042, 0.056, -0.272, 0.029, 0.058, -0.185]}